Record 1
{"formula": "C11H23N2", "method": "ωB97M-V with the def2-TZVPD basis set", "de_lowest_kj_mol": 478.7, "orbital_gap_ev": 10.0, "total_charge": 1, "spin_multiplicity": 1, "elements": ["C", "C", "C", "C", "C", "C", "C", "C", "C", "C", "C", "N", "N", "H", "H", "H", "H", "H", "H", "H", "H", "H", "H", "H", "H", "H", "H", "H", "H", "H", "H", "H", "H", "H", "H", "H"], "coordinates": [[1.501, 0.908, -0.017], [0.504, 0.313, 0.357], [1.725, 0.588, -4.313], [-2.642, -1.776, 0.428], [-0.312, -2.587, 0.676], [-1.010, -0.472, 3.385], [-2.474, 1.312, 2.543], [2.734, 1.327, -0.627], [2.082, 1.444, -3.134], [2.869, 0.669, -2.055], [-0.824, -0.130, 0.600], [-1.227, -1.445, 0.598], [-1.205, 0.549, 2.295], [1.130, 1.291, -4.984], [2.573, 0.199, -4.889], [1.017, -0.156, -4.087], [-2.887, -2.568, 1.041], [-3.163, -0.859, 0.710], [-2.764, -1.891, -0.631], [0.623, -2.112, 0.486], [-0.225, -2.838, 1.719], [-0.710, -3.323, 0.036], [-0.905, 0.088, 4.403], [-1.813, -1.200, 3.465], [-0.149, -1.177, 3.166], [-3.343, 0.720, 2.178], [-2.706, 1.388, 3.580], [-2.522, 2.344, 2.116], [3.554, 1.297, 0.084], [2.467, 2.504, -0.787], [1.136, 1.601, -2.741], [2.552, 2.298, -3.581], [2.617, -0.363, -1.949], [3.865, 0.582, -2.373], [-1.626, 0.341, 0.025], [-0.445, 1.135, 2.278]]}

=====

Record 2
{"formula": "C11H23N3NiOP2", "method": "ωB97M-V with the def2-TZVPD basis set", "orbital_gap_ev": [7.7, 5.4], "total_charge": 1, "spin_multiplicity": 4, "s2": 3.8038, "elements": ["Ni", "P", "P", "N", "N", "H", "H", "H", "C", "H", "C", "H", "H", "C", "C", "H", "C", "H", "H", "H", "H", "H", "O", "C", "C", "C", "H", "H", "H", "H", "H", "H", "H", "C", "H", "C", "C", "N", "H", "H", "H"], "coordinates": [[-0.222, 0.342, 0.949], [-2.062, -0.480, 0.029], [-0.480, 2.307, 0.086], [0.387, -1.581, 0.750], [1.702, 0.589, 0.671], [2.212, -2.720, 0.684], [3.470, -0.408, 1.316], [1.860, -1.837, 2.217], [1.816, -1.790, 1.120], [3.005, -0.762, -0.360], [2.595, -0.570, 0.658], [0.240, -3.368, -0.352], [3.231, 1.927, 0.133], [-0.233, -2.428, -0.014], [2.139, 1.768, 0.247], [-2.299, -2.873, 0.417], [-1.695, -2.276, -0.295], [-2.005, -2.524, -1.323], [-1.003, 2.646, -1.190], [-1.018, 3.332, 0.907], [-3.130, -0.153, -0.833], [-2.881, -0.751, 1.183], [-0.967, 0.213, -1.792], [0.116, -0.513, -2.353], [-0.327, -1.484, -3.426], [1.054, 0.488, -2.991], [0.640, -1.102, -1.535], [-0.735, -2.414, -3.020], [-1.072, -0.998, -4.069], [0.554, -1.736, -4.027], [1.539, 1.152, -2.274], [1.833, -0.053, -3.541], [0.450, 1.085, -3.690], [1.233, 2.780, -0.045], [1.569, 3.766, -0.344], [-2.111, 1.915, 4.767], [-1.571, 1.407, 3.521], [-1.088, 0.967, 2.561], [-2.089, 1.126, 5.531], [-3.148, 2.243, 4.615], [-1.509, 2.767, 5.112]]}

=====

Record 3
{"formula": "C11H23N5O3S", "method": "ωB97M-V with the def2-TZVPD basis set", "de_lowest_kj_mol": 929.0, "orbital_gap_ev": 8.3, "spin_multiplicity": 1, "elements": ["C", "C", "C", "C", "C", "C", "C", "C", "C", "C", "C", "H", "H", "H", "H", "H", "H", "H", "H", "H", "H", "H", "H", "H", "H", "H", "H", "H", "H", "H", "H", "H", "H", "H", "N", "N", "N", "N", "N", "O", "O", "O", "S"], "coordinates": [[0.508, 0.571, 1.463], [-0.321, -0.072, 0.226], [1.795, -0.479, 1.254], [3.050, 0.307, 1.668], [3.456, 1.647, 0.580], [4.036, 0.548, -1.528], [-2.110, -1.436, -0.531], [-1.559, -2.482, -1.420], [-2.855, -0.382, -1.432], [-3.514, 0.724, -0.335], [-5.836, -0.051, 0.209], [-0.142, 1.439, 3.678], [0.638, -0.760, 3.263], [0.620, 1.662, 0.959], [1.884, -1.077, 0.262], [1.710, -1.417, 1.946], [2.818, 0.709, 2.586], [3.934, -0.340, 1.789], [4.396, 2.150, 0.897], [2.737, 2.510, 0.854], [2.284, 1.213, -0.941], [2.836, -0.785, -2.198], [5.895, 1.809, -1.090], [6.039, 0.319, -1.827], [-1.319, -1.121, 1.578], [-3.063, -1.864, -0.153], [-3.581, -1.041, -2.081], [-2.166, 0.226, -2.186], [-2.639, 1.360, -0.059], [-3.896, 1.479, -0.986], [-5.753, -0.854, -0.506], [-6.556, 0.618, -0.359], [-6.625, -0.410, 1.003], [-0.367, -1.045, -1.981], [-0.118, 0.347, 2.750], [3.229, 1.484, -0.783], [3.811, -0.478, -2.255], [5.447, 0.773, -1.137], [-1.306, -0.928, 0.515], [-0.149, 0.477, -0.980], [-2.245, -3.489, -1.698], [-0.487, -2.158, -2.077], [-4.517, 0.294, 1.064]]}

=====

Record 4
{"formula": "C11H23NO", "method": "ωB97M-V with the def2-TZVPD basis set", "de_lowest_kj_mol": 475.3, "orbital_gap_ev": 9.4, "spin_multiplicity": 1, "elements": ["C", "C", "C", "C", "C", "O", "N", "C", "H", "H", "C", "C", "H", "H", "H", "H", "H", "C", "C", "C", "H", "H", "H", "H", "H", "H", "H", "H", "H", "H", "H", "H", "H", "H", "H", "H"], "coordinates": [[2.533, 0.263, -1.507], [3.001, -1.093, -0.983], [1.903, -1.578, -0.125], [1.585, -0.931, 1.186], [0.732, 0.198, 0.941], [1.164, 1.375, 1.350], [-0.698, 0.153, 0.931], [-1.415, -0.915, 0.668], [-2.237, -0.798, 1.450], [-0.726, -1.815, 1.089], [-2.102, -1.086, -0.533], [-2.896, -2.513, -0.562], [-2.090, -3.600, -0.314], [-3.547, -2.471, 0.338], [-3.270, -2.863, -1.540], [-2.807, -0.529, -0.719], [-1.239, -1.517, -1.271], [-1.391, 1.481, 0.811], [-0.864, 2.560, -0.498], [-1.335, 1.929, -1.686], [-1.054, 2.576, -2.672], [-0.897, 1.041, -1.812], [-2.381, 1.816, -1.843], [-1.561, 3.448, -0.120], [0.097, 2.825, -0.613], [-1.073, 2.098, 1.653], [-2.407, 1.111, 0.677], [2.538, -0.429, 1.573], [0.991, -1.587, 2.070], [2.054, -2.735, 0.227], [0.828, -1.596, -0.721], [3.026, -1.820, -1.909], [3.791, -0.936, -0.368], [3.262, 0.484, -2.261], [1.543, 0.111, -2.185], [2.362, 1.210, -0.782]]}

=====

Result set for energy: -14749.7765; -77908.6644; -36200.3146; -15309.6898 eV, one per record in the order listed.